No. 1
The following is a DFT calculation (wB97M-V/def2-TZVPD) of a 8-piece molecular cluster, C24H55N8O16 overall.

As for the net charge: +1. Its energy is -2588.4462 hartree. Its HOMO energy is -0.436 Ha. The value obtained for the HOMO-LUMO gap is 9.13 eV.

Last column: Mulliken charge in e.
Atoms and positions in Å:
C1 -3.337952 -3.630364 -0.932947  -0.52
O1 -3.579913 -2.238409 -1.049512  -0.35
C2 -3.800317 -1.753317 -2.363192  -0.83
C3 -2.596817 -1.934036 -3.284255  -0.54
C4 -1.375853 -1.218061 -2.695231  -0.86
C5 0.019006 -1.611365 -3.199130  0.98
C6 0.253056 -3.117296 -3.385817  -0.82
C7 1.703235 -3.611530 -3.143172  -0.16
C8 1.947170 -4.203629 -1.751687  -0.39
C9 3.394914 -3.846903 -1.399691  -0.68
C10 3.525363 -2.568824 -2.130290  0.34
O2 4.439498 -1.729321 -1.833679  -0.29
C11 4.246726 -0.276724 -1.961290  -0.90
C12 4.060855 0.339770 -0.577723  0.53
C13 4.483460 1.817347 -0.677700  -1.66
C14 2.620670 0.191311 -0.052826  1.10
C15 2.399607 -0.540786 1.287021  0.97
C16 0.899354 -0.783995 1.482079  -1.29
C17 3.170404 -1.862119 1.443017  -0.94
N1 2.700944 -2.496409 -3.143913  0.05
H1 -3.882228 -3.994879 -0.057701  0.30
H2 -3.693698 -4.178991 -1.816384  0.38
H3 -2.266657 -3.832931 -0.783285  -0.01
H4 -3.980348 -0.675191 -2.245791  0.42
H5 -4.716424 -2.197976 -2.782812  0.29
H6 -2.397556 -2.998904 -3.457961  0.37
H7 -2.865017 -1.501681 -4.259713  0.40
H8 -1.497975 -0.139369 -2.875442  0.44
H9 -1.405863 -1.345718 -1.607903  0.25
H10 0.247852 -1.086427 -4.137980  0.36
H11 0.722336 -1.228109 -2.457673  -0.93
H12 -0.379132 -3.686681 -2.687694  0.16
H13 -0.072189 -3.405584 -4.391400  0.42
H14 1.976930 -4.313883 -3.941471  0.35
H15 1.736482 -5.270781 -1.678654  0.51
H16 1.264792 -3.679888 -1.065936  0.05
H17 4.133591 -4.531957 -1.846041  0.39
H18 3.622242 -3.783658 -0.335231  0.28
H19 3.361709 -0.111246 -2.592126  0.36
H20 5.123839 0.088336 -2.501214  0.27
H21 4.742597 -0.171329 0.111700  0.42
H22 4.319399 2.313836 0.282488  0.39
H23 5.533960 1.912520 -0.971922  0.30
H24 3.878537 2.355021 -1.422294  0.43
H25 1.995451 -0.293971 -0.809818  -1.37
H26 2.184687 1.186061 0.087704  -0.01
H27 2.707803 0.144765 2.090900  0.33
H28 0.683129 -1.243568 2.454942  0.49
H29 0.519228 -1.467872 0.707165  0.11
H30 0.327736 0.151698 1.413590  0.12
H31 2.531412 -2.724454 1.199578  -0.06
H32 3.504958 -2.012295 2.476327  0.40
H33 4.066535 -1.908024 0.816665  0.26
H34 2.729562 -1.764558 -3.837115  0.36
C18 -4.390467 0.179382 0.937969  -0.45
N2 -5.075906 1.490639 1.082101  0.98
O3 -4.391190 2.476697 1.240488  -0.54
O4 -6.287107 1.492755 1.023769  -0.55
H35 -3.323760 0.352591 1.009982  0.16
H36 -4.750281 -0.465714 1.733416  0.32
H37 -4.667591 -0.240168 -0.022621  0.09
C19 8.358786 0.234187 -2.601592  -0.75
N3 8.151958 0.588196 -1.168626  0.91
O5 7.801486 -0.290535 -0.409594  -0.52
O6 8.335728 1.743837 -0.865261  -0.51
H38 8.158583 -0.823589 -2.720336  0.29
H39 7.685093 0.855268 -3.184752  0.28
H40 9.386071 0.483079 -2.848728  0.31
C20 -0.569911 3.224406 2.310037  -0.54
N4 0.875604 3.197070 1.965652  1.02
O7 1.185816 3.069944 0.792005  -0.61
O8 1.673988 3.271803 2.869866  -0.57
H41 -1.130987 3.156573 1.386464  0.33
H42 -0.758571 2.385772 2.973897  0.29
H43 -0.767665 4.155226 2.830850  0.09
C21 -8.777020 3.474625 1.044158  -0.67
N5 -9.446837 4.796996 1.182679  0.88
O9 -8.747879 5.773302 1.346587  -0.52
O10 -10.656517 4.808049 1.121332  -0.54
H44 -7.707712 3.617584 1.118397  0.30
H45 -9.156503 2.839649 1.838575  0.27
H46 -9.068097 3.070874 0.079488  0.27
C22 0.600697 -7.561664 0.795708  -0.77
N6 -0.172892 -6.290225 0.829838  0.80
O11 0.438847 -5.239582 0.877173  -0.45
O12 -1.377044 -6.383072 0.813996  -0.50
H47 1.655714 -7.319506 0.824570  0.30
H48 0.295372 -8.142126 1.660795  0.31
H49 0.316124 -8.084457 -0.112407  0.31
C23 -0.977138 7.836844 0.960755  -0.75
N7 -1.730379 6.668072 1.491037  0.84
O13 -1.565140 6.365357 2.655704  -0.51
O14 -2.458945 6.083139 0.723286  -0.50
H50 -0.375868 8.243054 1.763893  0.32
H51 -0.371969 7.474437 0.135518  0.29
H52 -1.711466 8.548749 0.596707  0.30
C24 -2.360756 4.772190 6.041091  -0.65
N8 -1.662949 3.462842 6.163472  0.86
O15 -1.155184 3.173621 7.220398  -0.52
O16 -1.658994 2.760611 5.172296  -0.52
H53 -2.285213 5.280943 6.993862  0.32
H54 -1.877828 5.322731 5.238555  0.21
H55 -3.389724 4.558854 5.767844  0.29

Atoms 1-6, force components in eV/Å:
C -0.074 -0.089 -0.077
O -0.047 0.119 0.072
C -0.002 0.073 0.015
C 0.080 0.087 -0.284
C -0.139 0.243 -0.022
C 0.040 -0.009 0.010



No. 2
The following is a DFT calculation (wB97M-V/def2-TZVPD) of C21H39AuI2N4OP as an isolated structure.

Its multiplicity is 3. As for the net charge: +1. Its energy is -2190.0616 hartree. Its HOMO energy (alpha / beta) is -0.404 / -0.403 Ha. Its expectation value of S² is 2.008. The value obtained for the relative energy (zero: lowest compared OMol25 entry of this formula, charge and spin) is 0.439 eV. The value obtained for the HOMO-LUMO gap (alpha / beta) is 8.94 / 4.51 eV.

Last column: Mulliken charge in e.
Atoms and positions in Å:
Au1 -0.436697 0.432376 0.407690  0.88
C1 -0.631641 -1.282205 -2.051302  -0.88
N1 -1.377975 -0.111408 -1.539125  0.55
C2 -1.201602 1.024560 -2.464779  -0.91
C3 -2.839396 -0.460775 -1.456886  -1.52
C4 -3.261893 -1.209918 -0.218343  0.41
C5 -3.288201 -2.599527 -0.211118  -0.36
C6 -3.663352 -3.303107 0.924087  -0.80
C7 -4.049274 -2.617518 2.064819  -0.60
C8 -4.068740 -1.231152 2.068171  -0.85
C9 -3.680314 -0.514434 0.936143  0.77
H1 -0.965978 -1.529064 -3.066134  0.36
H2 -0.801858 -2.138112 -1.399259  0.28
H3 0.433577 -1.061945 -2.056165  0.09
H4 -1.608921 0.786628 -3.454282  0.38
H5 -0.139533 1.247823 -2.563979  0.23
H6 -1.712037 1.901059 -2.070548  0.20
H7 -3.066195 -1.066449 -2.338237  0.51
H8 -3.415895 0.458909 -1.523144  0.63
H9 -3.011470 -3.139807 -1.111917  0.49
H10 -3.658757 -4.386610 0.916745  0.41
H11 -4.359417 -3.165024 2.946386  0.44
H12 -4.406634 -0.691212 2.943691  0.55
C10 2.415806 -2.328231 1.914283  -0.52
N2 3.421890 -2.141941 0.897546  0.55
C11 4.735266 -2.691789 1.223702  -1.01
P1 3.249662 -0.960435 -0.264333  -0.82
O1 1.846343 -0.471604 -0.285156  -0.26
N3 4.291371 0.319043 -0.112692  0.53
C12 5.742765 0.186808 -0.215895  -1.08
C13 3.848362 1.590653 0.446408  -0.85
N4 3.835398 -1.710348 -1.620353  0.30
C14 3.987024 -0.899076 -2.829709  -1.11
C15 3.538757 -3.113502 -1.908503  -1.00
H13 2.702574 -1.838990 2.870482  -0.16
H14 2.288618 -3.392329 2.127846  0.32
H15 1.465439 -1.912059 1.588003  0.13
H16 5.220924 -2.134871 2.035654  0.25
H17 5.383621 -2.677188 0.351137  0.33
H18 4.622135 -3.729065 1.548280  0.37
H19 6.008285 -0.731330 -0.732660  0.35
H20 6.221392 0.192803 0.770009  0.30
H21 6.144839 1.029441 -0.785102  0.35
H22 2.765221 1.600825 0.549060  0.12
H23 4.144666 2.411934 -0.213484  0.31
H24 4.299057 1.772656 1.426896  0.22
H25 4.072245 0.153459 -2.573013  0.37
H26 3.132209 -1.027761 -3.501415  0.33
H27 4.887520 -1.198766 -3.370684  0.34
H28 3.344478 -3.662327 -0.992693  0.36
H29 4.390698 -3.569059 -2.417566  0.32
H30 2.663505 -3.211242 -2.560471  0.27
I1 -0.131069 1.406610 2.794894  0.04
I2 2.596092 0.609962 4.488112  0.11
C16 -3.615795 4.158202 -0.434866  -1.59
C17 -4.090708 3.588586 0.907278  1.92
C18 -3.289270 4.213704 2.058291  -1.54
C19 -5.592153 3.877442 1.101368  -1.64
C20 -3.905658 2.123800 0.917213  -0.51
C21 -3.778473 0.926200 0.938635  0.04
H31 -3.853180 5.223508 -0.493298  0.44
H32 -4.106323 3.653080 -1.268907  0.34
H33 -2.533665 4.046149 -0.538886  0.28
H34 -3.531405 5.276038 2.148795  0.41
H35 -2.214754 4.120826 1.878901  0.30
H36 -3.525525 3.724553 3.006093  0.34
H37 -5.762492 4.957321 1.135914  0.41
H38 -5.949280 3.436613 2.033194  0.38
H39 -6.174210 3.458612 0.279175  0.38

Atoms 1-6, force components in eV/Å:
Au -0.233 -0.007 -0.015
C 0.073 -0.038 -0.027
N 0.014 -0.072 0.529
C 0.044 0.051 -0.074
C -0.032 -0.034 0.086
C 0.146 0.137 0.090



No. 3
The following is a DFT calculation (wB97M-V/def2-TZVPD) of a 10-piece molecular cluster, C34H69Br2ClF3IN13O20S overall.

As for the net charge: +1. Its energy is -10155.5269 hartree. Its HOMO energy is -0.417 Ha. The value obtained for the HOMO-LUMO gap is 7.34 eV.

Last column: Mulliken charge in e.
Atoms and positions in Å:
C1 4.809552 -6.551369 -0.131154  -0.90
C2 5.761397 -5.542667 0.788356  -0.03
C3 6.598909 -4.496550 -0.158301  -0.65
C4 6.974160 -3.116257 0.651636  -0.23
C5 7.338573 -1.921080 -0.458544  -0.55
C6 6.543967 -0.570717 0.023627  -0.03
C7 6.395232 0.586013 -1.136856  -0.53
C8 5.705576 -0.061773 -2.516310  0.32
C9 4.506328 0.915854 -3.129454  -0.27
C10 3.055588 0.140991 -3.295037  -0.65
C11 1.847993 0.680713 -2.349721  -0.31
C12 1.772487 0.298218 -0.802719  0.44
Cl1 3.084538 1.505601 -0.092055  -0.06
C13 2.306606 -1.091600 -0.200010  -1.50
O1 3.344297 -1.842309 -0.895237  -0.50
N1 1.245687 -2.115154 0.206867  1.87
N2 1.722475 -3.406428 0.088523  -0.99
C14 2.193633 -3.918778 1.268256  0.68
C15 3.000407 -3.130086 2.450958  -0.89
C16 1.887658 -5.543341 1.523802  -0.93
C17 -0.058418 -1.920808 -0.486534  -1.96
Br1 0.309086 -2.437574 -2.439888  0.02
I1 -1.262689 -3.609092 0.129586  0.23
C18 -0.706053 -0.372435 -0.380413  0.92
N3 -1.210951 -0.302236 -1.797372  -0.39
C19 -1.911543 0.748393 -2.200583  0.32
S1 -2.743271 2.228804 -2.560515  -0.12
C20 -1.844159 -0.215828 0.787761  -0.10
Br2 -1.202894 -0.838184 2.643179  0.07
C21 -3.303513 -0.838170 0.668572  -0.20
C22 -3.966561 -1.343976 -0.706739  -0.95
N4 0.449494 0.613113 -0.071151  1.07
C23 0.120457 2.063700 0.026970  -0.07
C24 0.396979 2.883895 1.396439  0.03
O2 1.219406 2.290714 2.439589  -0.48
C25 -0.970775 3.443646 2.180839  0.55
F1 -1.595967 2.430306 3.064053  -0.18
F2 -0.425434 4.492291 3.127124  -0.30
F3 -1.904388 4.178671 1.301355  -0.28
H1 5.465449 -6.991651 -1.002897  0.35
H2 4.416566 -7.392710 0.604802  0.29
H3 3.915707 -5.948157 -0.620089  0.08
H4 5.021788 -4.908546 1.444422  -0.11
H5 6.434000 -6.176212 1.526338  0.37
H6 7.623467 -4.992697 -0.513794  0.33
H7 5.941053 -4.320964 -1.129182  0.24
H8 7.909646 -3.206218 1.357156  0.41
H9 6.085696 -2.689333 1.297084  -0.08
H10 7.002066 -2.350723 -1.498686  0.23
H11 8.517843 -1.762090 -0.530366  0.35
H12 5.474677 -0.752246 0.462612  -0.26
H13 7.186872 -0.108676 0.916315  0.33
H14 7.509847 0.921571 -1.402377  0.35
H15 5.850692 1.563800 -0.780353  0.02
H16 6.603579 -0.085123 -3.303064  -0.18
H17 5.377818 -1.177423 -2.383028  0.03
H18 4.422007 1.950676 -2.547639  0.18
H19 4.901182 1.223018 -4.214086  0.26
H20 3.165486 -1.047464 -3.342550  0.19
H21 2.726492 0.412146 -4.414714  0.39
H22 0.873875 0.491406 -3.014982  -0.18
H23 1.948721 1.874549 -2.404882  0.41
H24 2.798846 -0.849057 0.867237  0.44
H25 4.047023 -2.217416 -0.287883  -0.03
H26 2.864036 -3.766031 3.440583  0.40
H27 2.628027 -2.044730 2.681657  0.18
H28 4.166983 -3.065367 2.261762  0.07
H29 0.719736 -5.605117 1.763093  0.27
H30 2.102241 -6.191964 0.568828  0.21
H31 2.430135 -5.933968 2.488905  0.32
H32 -2.073838 0.928050 1.063688  0.20
H33 -3.360777 -1.788286 1.397449  0.17
H34 -4.122704 -0.112251 1.157530  0.31
H35 -4.421407 -0.405091 -1.279456  0.22
H36 -4.902566 -2.057154 -0.508955  0.33
H37 -3.276983 -1.921480 -1.455786  0.18
H38 0.729086 0.325089 0.917292  0.55
H39 -1.028229 2.323880 -0.194588  0.06
H40 0.656255 2.676057 -0.851486  0.19
H41 0.954656 3.897782 1.092438  0.38
H42 2.112973 2.740164 2.533866  0.31
C26 -4.914218 1.613872 -5.802112  -0.44
N5 -5.342519 0.276372 -6.293384  0.89
O3 -5.373480 -0.645710 -5.470145  -0.50
O4 -5.635600 0.190003 -7.491543  -0.53
H43 -4.688422 1.542972 -4.735919  0.09
H44 -4.025174 1.902919 -6.366140  0.16
H45 -5.738552 2.308380 -5.976321  0.32
C27 -3.451467 4.995581 3.861974  -0.83
N6 -4.329909 5.357194 5.007082  0.90
O5 -3.816345 5.371973 6.131782  -0.50
O6 -5.510149 5.616059 4.744474  -0.53
H46 -2.445989 4.794256 4.237820  0.35
H47 -3.872894 4.104837 3.391816  0.31
H48 -3.443110 5.842463 3.172817  0.30
C28 8.548533 0.157687 -6.764341  -0.76
N7 7.670091 0.519299 -5.619234  0.85
O7 8.183655 0.534078 -4.494534  -0.55
O8 6.489851 0.778164 -5.881842  -0.50
H49 9.554011 -0.043639 -6.388496  0.31
H50 8.127106 -0.733058 -7.234500  0.30
H51 8.556890 1.004569 -7.453499  0.29
C29 -1.099710 0.652445 -8.381958  -0.75
N8 -1.186744 0.996423 -6.937035  0.87
O9 -0.782543 0.152319 -6.128935  -0.49
O10 -1.658298 2.104123 -6.654943  -0.52
H52 -0.667997 -0.345736 -8.482134  0.31
H53 -2.112877 0.676894 -8.788123  0.29
H54 -0.461695 1.398279 -8.860378  0.31
C30 6.110591 4.280882 2.261290  -0.76
N9 5.318746 3.126456 2.765252  0.85
O11 5.930562 2.075943 2.991129  -0.47
O12 4.105393 3.307552 2.919910  -0.59
H55 7.156900 3.980312 2.173696  0.31
H56 5.705845 4.557300 1.285662  0.28
H57 6.002099 5.094375 2.981482  0.31
C31 -2.420067 -3.703314 4.729729  -0.44
N10 -2.232693 -5.120004 4.315508  0.87
O13 -1.631512 -5.864011 5.099058  -0.51
O14 -2.694502 -5.445098 3.215514  -0.50
H58 -1.966405 -3.559679 5.712753  0.32
H59 -1.930557 -3.074313 3.983529  -0.11
H60 -3.494128 -3.510760 4.768883  0.30
C32 -8.289409 4.280882 5.771425  -0.66
N11 -9.081254 3.126456 6.275387  0.89
O15 -8.469438 2.075943 6.501264  -0.53
O16 -10.294607 3.307552 6.430045  -0.52
H61 -7.243100 3.980312 5.683831  0.29
H62 -8.694155 4.557300 4.795797  0.28
H63 -8.397901 5.094375 6.491617  0.27
C33 -11.654479 5.356886 9.244415  -0.61
N12 -10.378744 6.122456 9.234533  0.81
O17 -9.554792 5.838091 8.357517  -0.50
O18 -10.240614 6.987271 10.107434  -0.51
H64 -11.639064 4.633991 8.425903  0.24
H65 -11.725627 4.847456 10.207481  0.28
H66 -12.468928 6.071979 9.112004  0.27
C34 -8.069124 -2.401979 -5.701738  -0.67
N13 -8.976477 -3.219441 -4.851936  0.84
O19 -8.466745 -3.833628 -3.907550  -0.51
O20 -10.174776 -3.221354 -5.156920  -0.51
H67 -7.050031 -2.492926 -5.319697  0.30
H68 -8.134848 -2.788553 -6.720717  0.29
H69 -8.410494 -1.366281 -5.646853  0.26

Atoms 1-6, force components in eV/Å:
C 0.704 0.376 0.524
C -0.728 0.006 -0.396
C 0.367 -0.627 0.764
C 0.460 0.840 -1.010
C -0.377 -0.658 0.487
C 0.789 1.363 0.089